C2HClF2O | ωB97M-V with the def2-TZVPD basis set

The geometry in XYZ format:
```
7
Properties=species:S:1:pos:R:3
C 0.35848 -0.32037 -0.50903
C -0.09886 0.18793 0.80070
O -0.22206 -1.11589 0.41778
F -1.14209 1.04258 0.82331
F 0.81037 0.43610 1.71174
Cl -1.07745 0.07291 -2.22507
H 1.37160 -0.30325 -1.01944
```

Charge: 0
Frontier orbital gap in eV: 10.1
ΔE to the lowest compared entry with this formula, charge and spin in kcal/mol: 51.6
Strongest force on any atom in eV Å⁻¹: 3.9

These are the Mulliken partial charges, in e, on atoms 1 to 6:
1 C -0.33
2 C 0.94
3 O -0.29
4 F -0.17
5 F -0.20
6 Cl -0.30



C2HClIN | ωB97M-V with the def2-TZVPD basis set

The geometry in XYZ format:
```
6
Properties=species:S:1:pos:R:3
C -2.48599 1.32085 -0.96497
C -0.88332 -0.17601 0.69208
N -2.12201 1.74644 -1.95692
Cl -1.27691 -1.28543 -0.64471
I -0.69591 -1.07375 2.48525
H -3.24273 0.77395 -0.31036
```

Charge: 0
Frontier orbital gap in eV: 7.7
ΔE to the lowest compared entry with this formula, charge and spin in kcal/mol: 73.1
Strongest force on any atom in eV Å⁻¹: 3.7

Formally, the Mulliken partial charges of the atoms, in units of the elementary charge, are as follows:
1 C 0.10
2 C -0.19
3 N -0.38
4 Cl -0.04
5 I 0.20
6 H 0.31



C2HClN2O | ωB97M-V with the def2-TZVPD basis set

The geometry in XYZ format:
```
7
Properties=species:S:1:pos:R:3
C -1.58891 -1.43027 -0.01275
C -0.42640 0.73904 -0.05920
N -1.58248 -2.59533 0.03812
N -1.54496 -0.13247 -0.17755
O -0.53879 1.88329 0.04035
Cl -3.11920 0.67134 0.02381
H 0.63832 0.17045 -0.10504
```

Charge: 0
Structure (SMILES): N#CN(Cl)C=O
Frontier orbital gap in eV: 9.9
ΔE to the lowest compared entry with this formula, charge and spin in kcal/mol: 46.8
Strongest force on any atom in eV Å⁻¹: 4.8

These are the Mulliken partial charges, in e, on atoms 1 to 6:
1 C 0.43
2 C 0.15
3 N -0.38
4 N -0.08
5 O -0.37
6 Cl -0.01



C2HClN2O | ωB97M-V with the def2-TZVPD basis set

The geometry in XYZ format:
```
7
Properties=species:S:1:pos:R:3
C 2.12287 -0.19165 -0.61481
C -1.33904 0.51854 0.82638
N 1.90640 -0.31623 -1.73165
N -1.56304 -0.23791 -0.01122
O -1.45459 -1.16093 -0.75457
Cl -2.06708 1.51527 1.88452
H 2.39448 -0.12709 0.40136
```

Charge: 0
Structure (SMILES): [O-][N+]#CCl.C#N
Frontier orbital gap in eV: 9.7
ΔE to the lowest compared entry with this formula, charge and spin in kcal/mol: 98.2
Strongest force on any atom in eV Å⁻¹: 2.9

These are the Mulliken partial charges, in e, on atoms 1 to 6:
1 C 0.06
2 C 0.08
3 N -0.32
4 N 0.56
5 O -0.56
6 Cl -0.09



C2HClN2O2 | ωB97M-V with the def2-TZVPD basis set

The geometry in XYZ format:
```
8
Properties=species:S:1:pos:R:3
C -0.05611 -0.45675 0.21701
C 0.09880 0.77362 -0.42133
H -1.20854 -1.58871 -1.02603
N 0.53718 -0.48674 1.35465
N 0.65892 1.52334 0.44231
O -0.52931 -1.73035 -0.17111
O 0.85759 0.86656 1.57125
Cl -0.35854 1.09903 -1.96674
```

Charge: 0
Structure (SMILES): Oc1nonc1Cl
Frontier orbital gap in eV: 10.9
ΔE to the lowest compared entry with this formula, charge and spin in kcal/mol: 73.9
Strongest force on any atom in eV Å⁻¹: 5.1

These are the Mulliken partial charges, in e, on atoms 1 to 6:
1 C 0.45
2 C 0.50
3 H 0.36
4 N -0.34
5 N -0.28
6 O -0.51



C2HClN2S | ωB97M-V with the def2-TZVPD basis set

The geometry in XYZ format:
```
7
Properties=species:S:1:pos:R:3
C 0.01217 0.02381 0.50599
C -0.75761 -0.56698 1.53532
N 0.72669 1.13061 0.77665
N 0.82725 1.33352 2.01347
S -0.12598 0.29378 2.97028
Cl 1.74008 2.76375 2.57073
H 0.03289 -0.22772 -0.61169
```

Charge: 0
Frontier orbital gap in eV: 8.5
ΔE to the lowest compared entry with this formula, charge and spin in kcal/mol: 71.4
Strongest force on any atom in eV Å⁻¹: 2.6

These are the Mulliken partial charges, in e, on atoms 1 to 6:
1 C -0.13
2 C -0.26
3 N -0.41
4 N 0.37
5 S 0.11
6 Cl 0.00



C2HClNO | ωB97M-V with the def2-TZVPD basis set

The geometry in XYZ format:
```
6
Properties=species:S:1:pos:R:3
C -1.49050 0.20769 0.00083
C 1.08105 -0.32568 -0.00013
N -0.37141 -0.01265 0.00489
O 1.41510 -1.43967 -0.00265
Cl 1.90766 1.14296 -0.00147
H -2.54190 0.42736 -0.00147
```

Charge: +1
Structure (SMILES): C#[N+]C(=O)Cl
Frontier orbital gap in eV: 11.0
ΔE to the lowest compared entry with this formula, charge and spin in kcal/mol: 0.0
Strongest force on any atom in eV Å⁻¹: 1.7

Formally, the Mulliken partial charges of the atoms, in units of the elementary charge, are as follows:
1 C 0.11
2 C 0.52
3 N 0.09
4 O -0.21
5 Cl 0.03
6 H 0.46



C2HClNO2 | ωB97M-V with the def2-TZVPD basis set

The geometry in XYZ format:
```
7
Properties=species:S:1:pos:R:3
C -1.56766 0.06288 -0.39880
C -2.75091 -0.71504 -0.05821
N 0.26682 -0.64680 0.11867
O -2.60938 -0.59614 1.14696
O -3.52947 -1.31695 -0.78869
Cl -1.71206 1.77047 -0.36130
H 0.91856 0.20625 -0.15517
```

Charge: -1
Frontier orbital gap (alpha / beta) in eV: 7.3 / 7.2
ΔE to the lowest compared entry with this formula, charge and spin in kcal/mol: 152.2
Strongest force on any atom in eV Å⁻¹: 6.1

These are the Mulliken partial charges, in e, on atoms 1 to 6:
1 C 0.12
2 C 0.57
3 N -0.44
4 O -0.49
5 O -0.69
6 Cl -0.14



C2HClNO2 | ωB97M-V with the def2-TZVPD basis set

The geometry in XYZ format:
```
7
Properties=species:S:1:pos:R:3
C 0.01359 0.52990 0.01569
C -1.06980 -0.40632 -0.16440
N 2.11374 -0.35076 -0.50007
O -0.69659 -0.26129 1.10547
O -1.84923 -1.02831 -0.75976
Cl -0.35883 2.24693 -0.06233
H 1.84712 -0.73015 0.36541
```

Charge: -1
Frontier orbital gap (alpha / beta) in eV: 6.3 / 7.3
Spin multiplicity: 3
⟨S²⟩: 2.0111
ΔE to the lowest compared entry with this formula, charge and spin in kcal/mol: 53.6
Strongest force on any atom in eV Å⁻¹: 4.3

These are the Mulliken partial charges, in e, on atoms 1 to 6:
1 C -0.37
2 C 0.72
3 N -0.42
4 O -0.36
5 O -0.55
6 Cl -0.26



C2HClNO4 | ωB97M-V with the def2-TZVPD basis set

The geometry in XYZ format:
```
9
Properties=species:S:1:pos:R:3
C 0.03945 0.70768 1.15321
C 1.80362 -0.58791 3.70567
N -0.67847 1.31587 0.30048
O 1.00373 -1.24733 4.18174
O 0.51334 0.77022 2.24390
O 2.77759 0.00497 3.45717
O -1.05828 0.88863 -0.97306
Cl 0.43689 -1.20405 0.21261
H -0.66821 0.02127 -0.82998
```

Charge: -1
Frontier orbital gap in eV: 8.0
ΔE to the lowest compared entry with this formula, charge and spin in kcal/mol: 7.7
Strongest force on any atom in eV Å⁻¹: 2.9

These are the Mulliken partial charges, in e, on atoms 1 to 6:
1 C 0.64
2 C 0.80
3 N -0.47
4 O -0.38
5 O -0.50
6 O -0.42



C2HClO2 | ωB97M-V with the def2-TZVPD basis set

The geometry in XYZ format:
```
6
Properties=species:S:1:pos:R:3
C 0.08252 0.86906 -1.75059
C -0.57690 0.10489 -0.36183
O -0.12867 -0.41401 -1.68145
O 0.50659 1.70966 -2.52187
Cl -2.26966 0.12965 -0.11284
H 0.08221 -0.16704 0.44529
```

Charge: 0
Structure (SMILES): O=C1O[C@@H]1Cl
Frontier orbital gap in eV: 10.5
ΔE to the lowest compared entry with this formula, charge and spin in kcal/mol: 38.3
Strongest force on any atom in eV Å⁻¹: 4.6

Formally, the Mulliken partial charges of the atoms, in units of the elementary charge, are as follows:
1 C 0.55
2 C -0.05
3 O -0.24
4 O -0.45
5 Cl -0.11
6 H 0.31



C2HCuLiO3 | ωB97M-V with the def2-TZVPD basis set

The geometry in XYZ format:
```
8
Properties=species:S:1:pos:R:3
O 1.68560 -0.12802 0.79407
C 1.14934 0.77942 0.21233
H 1.52183 1.81802 0.29007
O -0.98624 -1.04366 -0.45665
C -0.13779 -0.26705 -0.94045
O -0.30141 1.00247 -0.35809
Li -0.40716 -2.69511 0.38951
Cu -2.52417 0.53393 0.06922
```

Charge: 0
Frontier orbital gap (alpha / beta) in eV: 3.6 / 6.5
Spin multiplicity: 2
⟨S²⟩: 0.7531
ΔE to the lowest compared entry with this formula, charge and spin in kcal/mol: 90.7
Strongest force on any atom in eV Å⁻¹: 3.6

These are the Mulliken partial charges, in e, on atoms 1 to 6:
1 O -0.40
2 C 0.20
3 H 0.35
4 O -0.60
5 C -0.19
6 O -0.07



C2HF2N3O4 | ωB97M-V with the def2-TZVPD basis set

The geometry in XYZ format:
```
12
Properties=species:S:1:pos:R:3
C -0.06493 -0.43221 -1.69585
C -0.42703 0.25262 0.00057
N -0.18837 -0.78229 -2.76514
N 1.94696 0.16825 0.10983
N -1.15675 -0.89696 0.71137
O -0.50201 -1.89760 0.84268
O -2.34872 -0.73732 0.96842
O -1.18359 1.34000 0.02108
O 0.72010 0.50235 0.68834
F 2.52965 1.34104 -0.47648
F 2.81382 -0.02122 1.16145
H -2.13912 1.16335 0.43373
```

Charge: 0
Structure (SMILES): N#C[C@](O)(ON(F)F)[N+](=O)[O-]
Frontier orbital gap in eV: 10.7
ΔE to the lowest compared entry with this formula, charge and spin in kcal/mol: 60.5
Strongest force on any atom in eV Å⁻¹: 6.5

These are the Mulliken partial charges, in e, on atoms 1 to 6:
1 C 0.16
2 C 0.57
3 N -0.33
4 N 0.30
5 N 0.95
6 O -0.47



C2HF2O4P | ωB97M-V with the def2-TZVPD basis set

The geometry in XYZ format:
```
10
Properties=species:S:1:pos:R:3
C -1.44047 0.87257 0.27724
C 1.77548 -0.04516 -0.21251
O -1.26501 -0.25902 0.59743
O 0.50718 -2.33453 0.74211
O -1.07010 1.97501 0.55835
O 0.02214 -1.34069 -1.60888
F -2.86099 1.02351 -0.41948
F 2.16046 0.54365 1.03439
P 0.48000 -1.20449 -0.18653
H 1.69131 0.76915 -0.78212
```

Charge: -2
Structure (SMILES): O=C(F)OP([O-])([O-])=CF
Frontier orbital gap in eV: 6.1
ΔE to the lowest compared entry with this formula, charge and spin in kcal/mol: 26.5
Strongest force on any atom in eV Å⁻¹: 4.4

These are the Mulliken partial charges, in e, on atoms 1 to 6:
1 C 0.70
2 C -0.53
3 O -0.50
4 O -0.77
5 O -0.55
6 O -0.74



C2HF2P | ωB97M-V with the def2-TZVPD basis set

The geometry in XYZ format:
```
6
Properties=species:S:1:pos:R:3
C 0.60723 0.06909 0.11425
C -0.79752 -0.00712 -0.00602
F 1.24341 -1.09354 0.18678
F -1.48432 -1.13484 -0.22640
P 2.02356 1.42182 -0.13100
H -1.59236 0.74460 0.06239
```

Charge: 0
Frontier orbital gap (alpha / beta) in eV: 6.8 / 7.3
ΔE to the lowest compared entry with this formula, charge and spin in kcal/mol: 70.2
Strongest force on any atom in eV Å⁻¹: 3.0

Formally, the Mulliken partial charges of the atoms, in units of the elementary charge, are as follows:
1 C -0.03
2 C 0.03
3 F -0.22
4 F -0.20
5 P 0.10
6 H 0.32



C2HF3I2 | ωB97M-V with the def2-TZVPD basis set

The geometry in XYZ format:
```
8
Properties=species:S:1:pos:R:3
C -0.38020 -1.07949 -0.32539
C -0.47777 -2.33644 0.12279
F -0.53135 -0.65188 -1.62930
F -0.87764 -3.42333 -0.51547
F -0.17348 -2.45001 1.41180
I -3.77280 -1.07053 -0.04525
I 3.94089 -0.97392 -0.04332
H -0.01667 -0.35369 0.42618
```

Charge: 0
Frontier orbital gap (alpha / beta) in eV: 6.7 / 6.4
ΔE to the lowest compared entry with this formula, charge and spin in kcal/mol: 50.7
Strongest force on any atom in eV Å⁻¹: 2.0

These are the Mulliken partial charges, in e, on atoms 1 to 6:
1 C -0.29
2 C 0.52
3 F -0.22
4 F -0.19
5 F -0.20
6 I 0.02



C2HF3N2 | ωB97M-V with the def2-TZVPD basis set

The geometry in XYZ format:
```
8
Properties=species:S:1:pos:R:3
C -0.88381 0.31277 0.28046
C -0.19498 1.47452 -2.09955
N -0.83913 -0.54686 -0.61987
N -1.29861 0.80455 -0.95946
F 0.65448 2.28420 -1.49243
F 0.42450 0.39421 -2.59396
F -0.96230 2.14022 -2.92259
H -0.73349 0.54447 1.21685
```

Charge: 0
Structure (SMILES): FC(F)(F)N1C=N1
Frontier orbital gap in eV: 10.1
ΔE to the lowest compared entry with this formula, charge and spin in kcal/mol: 80.6
Strongest force on any atom in eV Å⁻¹: 5.6

These are the Mulliken partial charges, in e, on atoms 1 to 6:
1 C 0.16
2 C 0.81
3 N -0.39
4 N -0.29
5 F -0.23
6 F -0.22



C2HF3NP | ωB97M-V with the def2-TZVPD basis set

The geometry in XYZ format:
```
8
Properties=species:S:1:pos:R:3
C 1.76973 1.25997 1.22951
C 1.61805 -0.43920 -0.80023
N 1.77670 2.19844 1.89417
F 1.59779 0.34804 -1.83716
F 2.78466 -1.05438 -0.59286
F 0.46038 -1.38229 1.30181
P 0.03510 -1.25997 -0.25216
H -0.64429 -0.08874 -0.09905
```

Charge: 0
Frontier orbital gap (alpha / beta) in eV: 7.7 / 7.7
ΔE to the lowest compared entry with this formula, charge and spin in kcal/mol: 77.8
Strongest force on any atom in eV Å⁻¹: 3.0

These are the Mulliken partial charges, in e, on atoms 1 to 6:
1 C -0.13
2 C 0.53
3 N -0.38
4 F -0.11
5 F -0.11
6 F -0.21



C2HF3O2 | ωB97M-V with the def2-TZVPD basis set

The geometry in XYZ format:
```
8
Properties=species:S:1:pos:R:3
C -1.14733 0.78954 0.27562
C 1.15908 -1.47116 0.22449
O -1.92914 1.01836 -0.58962
O 0.13718 0.70641 0.10874
F -1.54174 0.54799 1.52713
F 2.41843 -1.11367 -0.01319
F 0.54502 -1.77321 -0.83280
H 0.35850 1.29573 -0.70039
```

Charge: 0
Frontier orbital gap in eV: 10.8
ΔE to the lowest compared entry with this formula, charge and spin in kcal/mol: 70.4
Strongest force on any atom in eV Å⁻¹: 3.4

These are the Mulliken partial charges, in e, on atoms 1 to 6:
1 C 0.71
2 C 0.11
3 O -0.46
4 O -0.40
5 F -0.18
6 F -0.11



C2HF3O2 | ωB97M-V with the def2-TZVPD basis set

The geometry in XYZ format:
```
8
Properties=species:S:1:pos:R:3
C 0.45746 0.25179 0.42218
C -0.65865 -0.28973 -0.45517
O 1.47147 0.91889 -0.14088
O 1.64159 -0.36060 0.44398
F 0.11358 0.82442 1.72466
F -1.68110 0.56393 -0.54953
F -1.11890 -1.45675 0.01608
H -0.22544 -0.45195 -1.46131
```

Charge: 0
Structure (SMILES): FC(F)C1(F)OO1
Frontier orbital gap in eV: 12.5
ΔE to the lowest compared entry with this formula, charge and spin in kcal/mol: 106.3
Strongest force on any atom in eV Å⁻¹: 4.0

These are the Mulliken partial charges, in e, on atoms 1 to 6:
1 C 0.76
2 C 0.32
3 O -0.28
4 O -0.26
5 F -0.27
6 F -0.23